A cluster of 4 separate species, C22H53B3O15 in total at a distorted geometry. Source: OMol25; level of theory: ωB97M-V/def2-TZVPD.

Its SMILES is OCCOCOCB1OBOBO1.COCCOCCOC.COCCOCCOC.COCCOCCOC. The HOMO energy comes out at -9.04 eV. Its frontier orbital gap is 9.169 eV. The value obtained for the strongest force on any atom is 5.2 eV/A.

Last column: Mulliken charge in e.
Positions of all 93 atoms, in Å:
O: 0.688 -1.867 2.992  -0.4539
C: 0.792 -1.971 4.484  -0.5517
C: -0.695 -1.562 5.133  0.1449
O: -1.769 -2.492 4.752  -0.3542
C: -3.072 -1.824 4.619  -0.0171
O: -3.602 -1.935 3.220  -0.3459
C: -2.498 -1.789 2.259  0.2394
B: -2.954 -1.391 0.728  0.5051
O: -3.455 -2.417 -0.254  -0.4430
B: -2.335 -2.464 -1.259  0.3772
O: -1.721 -1.232 -1.838  -0.2920
B: -1.741 -0.124 -0.823  0.3428
O: -2.869 0.003 0.167  -0.3957
H: 0.716 -0.890 2.733  0.2989
H: 1.098 -3.079 4.706  0.2836
H: 1.548 -1.169 4.916  0.2410
H: -0.663 -1.534 6.323  0.2157
H: -0.925 -0.484 4.677  0.0548
H: -3.073 -0.690 4.982  0.0883
H: -3.807 -2.380 5.379  0.2289
H: -1.761 -0.923 2.620  -0.0534
H: -1.819 -2.765 2.157  0.1215
H: -1.901 -3.534 -1.555  -0.1049
H: -0.869 0.676 -0.713  -0.1275
C: 6.509 1.920 -1.925  -0.8302
O: 5.549 0.950 -2.317  -0.2826
C: 5.362 -0.085 -1.357  -0.5533
C: 3.872 -0.343 -1.087  -0.1601
O: 3.170 0.715 -0.428  -0.4727
C: 2.981 1.930 -1.168  -0.3078
C: 2.100 1.815 -2.415  -0.1699
O: 2.758 1.071 -3.437  -0.3237
C: 1.923 0.139 -4.097  -0.9036
H: 7.509 1.578 -2.197  0.2974
H: 6.290 2.847 -2.461  0.2374
H: 6.462 2.134 -0.851  0.3893
H: 5.860 0.143 -0.411  0.3498
H: 5.810 -0.995 -1.770  0.3763
H: 3.809 -1.202 -0.408  0.4442
H: 3.347 -0.651 -1.991  -0.0282
H: 3.942 2.391 -1.394  0.0808
H: 2.483 2.614 -0.472  0.4405
H: 1.910 2.819 -2.814  0.4141
H: 1.140 1.364 -2.144  -0.0410
H: 1.222 -0.343 -3.407  0.3284
H: 2.559 -0.641 -4.525  0.2730
H: 1.376 0.632 -4.910  0.4441
C: 1.150 -4.144 -6.645  -0.7435
O: -0.149 -3.751 -7.064  -0.3036
C: -0.780 -2.837 -6.172  -0.2808
C: -1.389 -1.645 -6.925  -0.3316
O: -0.451 -0.758 -7.542  -0.4676
C: 0.296 -1.272 -8.654  -0.2611
C: -0.526 -1.631 -9.895  -0.5213
O: -1.330 -2.784 -9.657  -0.2788
C: -2.649 -2.677 -10.156  -0.8308
H: 1.073 -4.980 -5.948  0.3003
H: 1.707 -4.466 -7.529  0.2510
H: 1.701 -3.317 -6.184  0.2896
H: -0.087 -2.462 -5.415  0.1676
H: -1.583 -3.383 -5.664  0.3568
H: -1.925 -1.035 -6.188  0.4748
H: -2.146 -1.965 -7.641  0.0595
H: 0.930 -2.099 -8.336  0.0594
H: 0.984 -0.466 -8.934  0.4239
H: 0.156 -1.873 -10.719  0.3954
H: -1.135 -0.771 -10.191  0.3339
H: -3.054 -1.666 -10.028  0.3917
H: -3.282 -3.363 -9.588  0.2378
H: -2.678 -2.965 -11.214  0.2907
C: 0.241 1.493 9.014  -0.8509
O: -1.058 1.886 8.595  -0.2242
C: -1.690 2.800 9.487  -0.5280
C: -2.298 3.993 8.734  -0.2639
O: -1.360 4.879 8.117  -0.4700
C: -0.614 4.366 7.005  -0.3079
C: -1.436 4.006 5.764  -0.5402
O: -2.240 2.854 6.002  -0.2280
C: -3.559 2.961 5.504  -0.9043
H: 0.164 0.657 9.712  0.2895
H: 0.797 1.171 8.130  0.1912
H: 0.792 2.320 9.475  0.4370
H: -0.996 3.175 10.244  0.3575
H: -2.492 2.255 9.995  0.3667
H: -2.835 4.602 9.471  0.4321
H: -3.056 3.673 8.019  0.0395
H: 0.021 3.538 7.323  0.0588
H: 0.074 5.171 6.725  0.4274
H: -0.754 3.764 4.940  0.3755
H: -2.045 4.867 5.468  0.3661
H: -3.964 3.971 5.631  0.4683
H: -4.192 2.274 6.071  0.2374
H: -3.588 2.672 4.445  0.2519

A cluster of 6 separate species, C22H53ClO8Si in total at a distorted geometry. Source: OMol25; level of theory: ωB97M-V/def2-TZVPD.

Its SMILES is C=CC(=O)O[C@H](CCCCl)CCO[Si](C)(C)C.CCO.CCO.CCO.CCO.CCO. The HOMO energy comes out at -9.68 eV. Its frontier orbital gap is 10.211 eV. The value obtained for the strongest force on any atom is 2.5 eV/A. The value obtained for the energy above the lowest of the compared OMol25 structures with the same formula, charge and spin is 0.0 kcal/mol.

Last column: Mulliken charge in e.
Positions of all 85 atoms, in Å:
C: 2.476 4.135 0.616  -0.6821
C: 2.266 3.505 -0.488  -0.4209
C: 0.975 2.802 -0.718  0.7042
O: 0.405 2.293 0.189  -0.4892
O: 0.583 2.800 -2.003  -0.4851
C: 0.038 1.577 -2.537  0.3545
C: -1.321 1.155 -1.948  -0.0785
C: -1.478 -0.304 -1.473  -0.5731
C: -2.147 -0.320 -0.095  -0.5063
Cl: -1.646 -1.802 0.805  -0.2624
C: 1.064 0.484 -2.758  -1.7152
C: 1.806 -0.052 -1.539  -0.3822
O: 3.169 0.376 -1.518  -0.5000
Si: 4.209 -0.689 -0.751  0.6344
C: 4.913 -1.968 -1.951  -1.0585
C: 5.687 0.253 -0.048  -1.0102
C: 3.426 -1.599 0.695  -1.2074
H: 3.476 4.452 0.838  0.2914
H: 1.652 4.297 1.285  0.2763
H: 2.980 3.435 -1.288  0.3436
H: -0.206 1.872 -3.549  0.3714
H: -2.110 1.345 -2.663  0.4523
H: -1.569 1.802 -1.122  -0.2180
H: -0.575 -0.889 -1.367  0.2495
H: -2.158 -0.813 -2.141  0.3466
H: -1.814 0.501 0.518  0.2613
H: -3.224 -0.292 -0.178  0.4230
H: 0.589 -0.328 -3.294  0.3672
H: 1.807 0.879 -3.442  0.5679
H: 1.315 0.201 -0.607  0.3525
H: 1.784 -1.144 -1.586  0.7532
H: 5.736 -1.534 -2.506  0.2051
H: 5.315 -2.827 -1.427  0.3583
H: 4.174 -2.326 -2.666  0.3573
H: 6.606 -0.287 -0.220  0.1760
H: 5.771 1.260 -0.442  0.3293
H: 5.562 0.318 1.029  0.3503
H: 4.191 -2.067 1.302  0.4172
H: 2.807 -2.410 0.319  0.3636
H: 2.796 -0.981 1.326  0.3511
C: -3.929 -4.503 1.975  -0.6893
C: -4.417 -4.524 3.412  -0.2792
O: -3.457 -3.944 4.288  -0.4385
H: -2.986 -5.044 1.886  0.2392
H: -4.660 -4.958 1.304  0.3584
H: -3.745 -3.478 1.648  0.0526
H: -4.582 -5.547 3.747  0.2823
H: -5.363 -3.976 3.502  0.2433
H: -3.311 -3.029 4.009  0.2892
C: -4.502 4.178 -1.693  -0.7995
C: -4.227 4.866 -0.369  -0.3150
O: -3.454 4.036 0.496  -0.4841
H: -5.031 3.238 -1.533  0.1666
H: -5.103 4.813 -2.347  0.3782
H: -3.568 3.937 -2.206  0.2012
H: -5.158 5.086 0.150  0.3143
H: -3.691 5.808 -0.528  0.2710
H: -2.619 3.845 0.054  0.2355
C: -1.705 -1.860 7.249  -0.9839
C: -1.863 -0.863 6.116  -0.3074
O: -2.816 -1.320 5.159  -0.5120
H: -1.393 -2.829 6.860  0.2425
H: -0.965 -1.515 7.973  0.3540
H: -2.655 -2.010 7.767  0.3251
H: -0.921 -0.731 5.587  0.2727
H: -2.181 0.111 6.501  0.2771
H: -3.659 -1.430 5.615  0.2800
C: 10.401 -1.530 -0.690  -1.0449
C: 9.378 -2.556 -1.141  -0.3365
O: 8.057 -2.018 -1.115  -0.4331
H: 10.172 -1.184 0.319  0.2708
H: 11.408 -1.950 -0.697  0.3680
H: 10.385 -0.656 -1.345  0.3308
H: 9.382 -3.418 -0.475  0.2648
H: 9.603 -2.904 -2.154  0.2838
H: 8.041 -1.260 -1.711  0.2339
C: -7.751 1.014 -2.764  -1.0287
C: -7.012 1.844 -3.798  -0.2917
O: -5.613 1.571 -3.779  -0.4459
H: -7.358 1.213 -1.766  0.2574
H: -8.819 1.236 -2.773  0.3521
H: -7.617 -0.053 -2.958  0.3200
H: -7.131 2.906 -3.591  0.2571
H: -7.403 1.644 -4.801  0.3235
H: -5.494 0.634 -3.974  0.2761

A structure of composition C22H53FN4SbSi4Ti at a distorted geometry. Source: OMol25; level of theory: ωB97M-V/def2-TZVPD.

The spin multiplicity is 2. The HOMO energy (alpha / beta) comes out at -13.79 / -13.87 eV. Its frontier orbital gap (alpha / beta) is 8.305 / 8.667 eV. The value obtained for the strongest force on any atom is 1.1 eV/A. The charge is +2. The value obtained for the energy above the lowest of the compared OMol25 structures with the same formula, charge and spin is 2.2 kcal/mol.

Last column: Löwdin spin population.
Positions of all 86 atoms, in Å:
Ti: -1.128 0.353 0.237  0.9814
N: -1.451 0.332 2.374  0.0118
C: -1.702 1.662 2.976  0.0043
C: -0.673 2.613 2.403  0.0011
N: -0.679 2.572 0.918  0.0022
C: -1.525 3.601 0.272  0.0006
C: -2.909 3.056 -0.004  0.0024
N: -2.752 1.744 -0.671  0.0071
H: -0.639 -0.091 2.819  0.0037
H: -2.224 -0.303 2.552  0.0006
H: -2.713 1.970 2.721  0.0003
H: -1.633 1.638 4.063  0.0001
H: -0.829 3.628 2.772  -0.0001
H: 0.316 2.289 2.732  0.0000
H: 0.274 2.752 0.625  0.0012
H: -1.583 4.507 0.877  -0.0001
H: -1.050 3.871 -0.672  0.0001
H: -3.465 2.913 0.921  0.0002
H: -3.474 3.759 -0.614  0.0000
H: -3.635 1.241 -0.642  0.0008
H: -2.579 1.895 -1.661  0.0017
C: -4.675 -0.050 1.510  0.0016
Si: -4.132 -1.232 0.162  -0.0024
C: -4.554 -2.948 0.712  -0.0005
C: -4.952 -0.732 -1.449  -0.0008
N: -2.358 -1.078 -0.048  -0.0302
C: -1.744 -2.317 -0.430  -0.0008
C: -2.158 -3.055 -1.543  -0.0003
C: -1.647 -4.316 -1.804  0.0001
C: -0.713 -4.886 -0.949  0.0005
C: -0.280 -4.182 0.166  0.0000
C: -0.786 -2.920 0.379  0.0008
F: -0.370 -2.234 1.489  0.0013
H: -5.766 0.028 1.463  0.0002
H: -4.285 0.967 1.427  0.0006
H: -4.438 -0.433 2.508  0.0000
H: -5.404 -2.915 1.398  0.0000
H: -3.717 -3.418 1.235  0.0000
H: -4.826 -3.595 -0.124  0.0000
H: -5.590 -1.541 -1.817  0.0000
H: -4.220 -0.518 -2.231  0.0000
H: -5.603 0.141 -1.336  -0.0001
H: -2.906 -2.628 -2.205  0.0000
H: -1.995 -4.864 -2.670  0.0000
H: -0.331 -5.880 -1.138  0.0000
H: 0.416 -4.614 0.873  0.0000
C: 3.098 -3.155 0.531  -0.0002
Si: 3.627 -1.428 0.942  -0.0018
C: 5.137 -0.961 -0.030  -0.0009
C: 3.807 -1.150 2.764  0.0000
Sb: 1.697 0.221 0.256  -0.0009
Si: 3.048 2.471 0.174  0.0018
C: 3.419 2.881 1.948  0.0009
C: 4.609 2.381 -0.825  -0.0001
C: 1.969 3.800 -0.607  0.0003
Si: 1.373 -0.221 -2.267  0.0049
C: 2.560 0.690 -3.362  0.0016
C: 1.322 -2.041 -2.627  0.0002
C: -0.366 0.519 -2.492  0.0025
H: 3.590 -3.849 1.219  0.0000
H: 3.400 -3.422 -0.484  0.0000
H: 2.021 -3.292 0.621  0.0000
H: 5.754 -1.856 -0.155  -0.0001
H: 5.737 -0.215 0.493  0.0000
H: 4.893 -0.582 -1.023  -0.0001
H: 4.642 -1.749 3.145  0.0000
H: 2.905 -1.452 3.302  0.0000
H: 4.015 -0.103 2.993  0.0000
H: 4.134 2.170 2.369  0.0000
H: 2.531 2.883 2.583  0.0000
H: 3.875 3.876 2.005  0.0002
H: 5.416 1.885 -0.287  0.0000
H: 4.924 3.410 -1.022  0.0000
H: 4.478 1.883 -1.785  0.0000
H: 1.378 4.364 0.121  0.0000
H: 1.307 3.416 -1.390  0.0000
H: 2.636 4.521 -1.088  0.0001
H: 3.572 0.285 -3.272  0.0000
H: 2.592 1.757 -3.137  0.0000
H: 2.250 0.571 -4.405  0.0001
H: 2.107 -2.586 -2.103  0.0000
H: 1.460 -2.204 -3.700  0.0000
H: 0.361 -2.473 -2.338  -0.0001
H: -0.348 1.599 -2.316  0.0014
H: -1.091 0.027 -1.825  0.0012
H: -0.752 0.347 -3.501  -0.0002

- The highest strongest force on any atom belongs to which entry?
  C22H53B3O15

- strongest force on any atom of number 3 (C22H53FN4SbSi4Ti)?
  1.1 eV/A

- The lowest strongest force on any atom belongs to which entry?
  C22H53FN4SbSi4Ti

- Which value of strongest force on any atom does entry 3 give?
  1.1 eV/A